The following is a quantum chemistry calculation of a structure of composition C11H14BF3N6NiO3S, from the Open Molecules 2025 dataset.

The multiplicity is 3. The gap between HOMO and LUMO (spin up / spin down) is 0.2386 / 0.2258 Ha. The expectation value of S² is 2.037. The calculation puts the relative energy (zero: lowest compared OMol25 entry of this formula, charge and spin) at 159.8 kcal/mol. The strongest force on any atom is 7.675 eV/A.

Each line ends with the Löwdin spin population.
Positions of all 40 atoms, in Å:
H  2.311  -0.558  -0.490  0.000
N  0.466  -1.406  -0.945  0.044
B  -1.590  -2.852  -0.999  0.001
N  -0.045  -2.686  -0.852  0.002
C  0.920  -3.527  -0.424  -0.003
Ni  -0.973  0.399  -1.503  1.383
H  0.688  -4.587  -0.302  0.000
C  2.078  -2.785  -0.276  0.001
H  3.068  -3.142  0.002  0.000
C  1.737  -1.469  -0.575  0.002
H  -1.947  -3.976  -0.849  0.000
C  -1.351  2.091  -0.805  0.355
H  -0.475  2.774  -0.592  0.041
H  -1.882  1.995  0.134  0.017
H  -2.050  2.528  -1.561  0.040
N  -1.917  -2.155  -2.333  0.008
N  -2.116  -1.928  0.161  0.008
N  -1.633  -0.740  -2.616  0.033
N  -1.677  -0.596  0.175  0.079
C  -2.281  -2.769  -3.468  -0.011
C  -2.539  -2.253  1.412  0.000
H  -2.508  -3.851  -3.458  0.000
H  -2.933  -3.248  1.582  0.000
C  -2.304  -1.838  -4.519  0.001
C  -2.416  -1.145  2.211  0.001
C  -1.959  -0.600  -3.945  0.001
C  -1.865  -0.133  1.417  0.001
H  -2.582  -2.027  -5.553  0.000
H  -2.686  -1.031  3.257  0.000
H  -1.840  0.374  -4.406  0.003
H  -1.540  0.862  1.656  0.000
H  0.014  -0.378  -2.629  -0.020
F  3.039  2.236  3.469  0.000
C  3.197  1.682  2.243  0.000
F  4.352  2.144  1.706  0.000
F  3.327  0.336  2.400  0.000
S  1.760  2.052  1.116  0.001
O  0.645  1.402  1.800  0.001
O  1.711  3.506  1.068  0.001
O  2.192  1.417  -0.131  0.007